Record 1
This record from the OMol25 dataset describes a gas-phase ion, C5H12NO (charge -1). The level of theory is ωB97M-V with the def2-TZVPD basis set.

As for the charge: -1. The structure (SMILES) is CC(C)CNC[O-].

Geometry as XYZ:
```
19
C5H12NO, DFT ωB97M-V with the def2-TZVPD basis set
C -0.90 -0.49 -0.41
C -0.09 0.70 0.08
C -0.90 2.03 0.08
C 1.21 0.87 -0.75
N -0.17 -1.76 -0.37
C 0.61 -1.94 0.96
O 1.79 -1.36 1.03
H -1.89 -0.54 0.09
H -1.11 -0.33 -1.46
H 0.24 0.57 1.09
H -0.73 2.51 -0.87
H -0.36 2.69 0.75
H -1.99 2.01 0.11
H 1.83 0.00 -0.42
H 1.00 0.58 -1.80
H 1.73 1.83 -0.64
H -0.81 -2.53 -0.29
H -0.18 -1.77 1.75
H 0.72 -3.08 1.04
```

Record 2
This record from the OMol25 dataset describes a gas-phase ion, C5H12NO (charge -1). The level of theory is ωB97M-V with the def2-TZVPD basis set.

As for the charge: -1. The structure (SMILES) is CC(C)[C@H](N)C[O-].

Geometry as XYZ:
```
19
C5H12NO, DFT ωB97M-V with the def2-TZVPD basis set
C -1.97 -0.42 -0.71
O -3.00 0.34 -0.98
C -0.50 0.36 -0.83
C 0.52 -0.52 -0.05
C 0.47 -0.52 1.53
C 1.97 -0.07 -0.37
N -0.60 1.71 -0.29
H -1.86 -0.73 0.38
H -1.82 -1.38 -1.26
H -0.09 0.47 -1.85
H 0.30 -1.55 -0.32
H 0.59 0.46 2.00
H -0.56 -0.79 1.76
H 1.22 -1.23 1.87
H 2.04 0.60 -1.24
H 2.64 -0.90 -0.63
H 2.34 0.58 0.41
H -0.12 1.71 0.60
H -1.58 1.87 -0.03
```

Record 3
This record from the OMol25 dataset describes a gas-phase ion, C5H12NO (charge -1). The level of theory is ωB97M-V with the def2-TZVPD basis set.

As for the charge: -1. The structure (SMILES) is CC[C@H](C)NC[O-].

Geometry as XYZ:
```
19
C5H12NO, DFT ωB97M-V with the def2-TZVPD basis set
C 0.90 1.43 1.49
C 0.24 0.55 0.43
C 0.92 -0.83 0.27
C 2.03 -0.91 -0.76
N -1.18 0.38 0.65
C -1.96 -0.30 -0.54
O -1.29 -0.39 -1.65
H 1.41 0.95 2.33
H 1.67 2.11 1.10
H 0.06 2.01 1.88
H 0.31 1.02 -0.57
H 1.30 -1.02 1.29
H 0.14 -1.57 0.13
H 2.96 -1.25 -0.32
H 2.14 0.08 -1.21
H 1.80 -1.57 -1.59
H -1.79 1.05 1.08
H -2.38 -1.21 -0.03
H -2.87 0.38 -0.64
```

Record 4
This record from the OMol25 dataset describes a gas-phase ion, C5H12NO (charge -1). The level of theory is ωB97M-V with the def2-TZVPD basis set.

As for the charge: -1. The structure (SMILES) is C[C@@H](N)CCC[O-].

Geometry as XYZ:
```
19
C5H12NO, DFT ωB97M-V with the def2-TZVPD basis set
C 2.15 0.14 1.60
C 0.77 0.05 0.75
C 1.03 0.42 -0.75
C -0.29 0.28 -1.52
C -1.31 -0.91 -1.28
O -2.10 -0.91 -0.12
N -0.37 0.95 1.21
H 2.71 -0.78 1.29
H 1.95 0.05 2.68
H 2.69 1.05 1.31
H 0.37 -0.99 0.78
H 1.81 -0.14 -1.24
H 1.21 1.55 -1.03
H -0.88 1.13 -1.12
H -0.24 0.31 -2.59
H -0.66 -1.86 -1.27
H -1.97 -0.86 -2.23
H -0.50 0.77 2.18
H -1.28 0.57 1.01
```

Record 5
This record from the OMol25 dataset describes a gas-phase ion, C5H12NO (charge +1). The level of theory is ωB97M-V with the def2-TZVPD basis set.

As for the charge: +1. The structure (SMILES) is C=[N+](C)[C@@H](C)CO.

Geometry as XYZ:
```
19
C5H12NO, DFT ωB97M-V with the def2-TZVPD basis set
C -0.81 -1.52 -0.59
C -1.61 1.14 0.53
C 1.18 -0.60 -1.67
C 0.56 0.32 1.38
C -0.20 0.68 0.06
N -0.06 -0.53 -0.85
O 1.96 0.06 1.18
H -1.82 -1.37 -0.05
H -0.73 -2.49 -0.99
H -2.28 0.37 1.11
H -2.26 1.26 -0.37
H -1.52 1.96 1.07
H 0.88 -0.38 -2.76
H 1.47 -1.64 -1.44
H 1.97 0.03 -1.37
H 0.21 1.07 2.03
H 0.27 -0.57 1.81
H 0.24 1.46 -0.66
H 2.55 0.73 1.59
```

Record 6
This record from the OMol25 dataset describes a gas-phase ion, C5H12NO (charge +1). The level of theory is ωB97M-V with the def2-TZVPD basis set.

As for the charge: +1. The structure (SMILES) is CCCOC(C)=[NH2+].

Geometry as XYZ:
```
19
C5H12NO, DFT ωB97M-V with the def2-TZVPD basis set
C 0.65 -0.35 1.47
C -0.18 -1.41 2.29
C 0.11 1.98 -1.20
C 0.60 -0.77 0.01
C -0.69 0.66 -1.39
N -1.69 0.67 -2.22
O -0.55 -0.43 -0.73
H 0.19 0.54 1.55
H 1.67 -0.49 2.02
H -0.07 -1.15 3.33
H 0.92 1.63 -0.56
H -0.71 2.68 -0.78
H 0.48 2.44 -2.14
H 1.48 -0.24 -0.53
H 0.70 -1.83 -0.25
H 0.08 -2.41 2.05
H -2.24 -0.20 -2.46
H -1.86 1.39 -2.86
H -1.23 -1.30 2.08
```

For each record above, in turn, the calculated E_HOMO values are -2.51 -2.34 -2.23 -2.47 -14.71 -14.99 eV.
For each record above, in turn, the calculated Kohn-Sham gap values are 6.5 6.2 6.3 6.5 10.0 11.2 eV.